No. 1
Here is a molecular structure, C23H24BGaN9O4 from the OMol25 dataset. Energies are from ωB97M-V/def2-TZVPD.

Positions of all 62 atoms, in Å:
Ga: 0.9434 -0.5123 -0.6711
C: 0.1113 1.9873 -3.1874
C: -0.6774 1.8347 -1.9330
C: -1.8100 2.5513 -1.5410
C: -2.2175 1.9726 -0.3638
N: -1.3805 0.9668 -0.0544
N: -0.4231 0.8941 -1.0195
B: -1.5275 -0.1503 1.0100
N: -1.6783 -1.4929 0.3079
C: -2.4303 -2.5864 0.5538
C: -2.1117 -3.5496 -0.3664
C: -1.1009 -2.9863 -1.1660
C: -0.4214 -3.6128 -2.3313
N: -0.8354 -1.7529 -0.7378
N: -0.2989 -0.1862 1.9241
C: -0.0746 -0.2539 3.2459
C: 1.2607 -0.5154 3.4604
C: 1.8313 -0.6145 2.1933
C: 3.2388 -0.9006 1.8059
N: 0.8759 -0.4220 1.2781
N: -2.8579 0.1517 1.7840
C: -4.1616 -0.0774 1.2686
C: -5.0437 0.3957 2.1807
C: -4.2649 0.9119 3.2344
C: -4.6473 1.5649 4.4836
N: -2.9055 0.7423 2.9182
H: -0.1381 2.9275 -3.6732
H: 1.1843 1.9771 -3.0133
H: -0.1248 1.1804 -3.8833
H: -2.2645 3.3788 -2.0554
H: -3.0462 2.2296 0.2741
H: -3.1359 -2.6160 1.3682
H: -2.5502 -4.5264 -0.4660
H: -1.1589 -4.1007 -2.9674
H: 0.1097 -2.8761 -2.9281
H: 0.2981 -4.3600 -1.9990
H: -0.8692 -0.1026 3.9505
H: 1.7611 -0.6127 4.4068
H: 3.8792 -0.8992 2.6841
H: 3.3123 -1.8808 1.3323
H: 3.6147 -0.1447 1.1146
H: -4.2856 -0.5455 0.3063
H: -6.1188 0.3821 2.1236
H: -5.5787 1.1561 4.8746
H: -3.8502 1.5123 5.2215
H: -4.8371 2.6277 4.2760
O: 2.9751 3.7367 -0.8407
C: 2.5752 2.4950 -0.5997
O: 1.7693 2.1770 0.2357
C: 3.2257 1.4923 -1.5074
C: 4.3588 1.7925 -2.2351
C: 4.9906 0.7789 -2.9551
C: 4.4866 -0.5036 -2.8864
C: 3.3412 -0.7261 -2.1375
N: 2.6970 0.2507 -1.4937
C: 2.7818 -2.1227 -1.9270
O: 3.2919 -3.0699 -2.4564
O: 1.7779 -2.1427 -1.0907
H: 2.5589 4.3303 -0.1962
H: 4.7500 2.7983 -2.2190
H: 5.8783 0.9942 -3.5340
H: 4.9474 -1.3473 -3.3811

Output
LUMO (spin up / spin down): -6.01 / -9.61 eV
gap between HOMO and LUMO (spin up / spin down): 8.666 / 5.065 eV
spin multiplicity: 2
<S²>: 0.76
total charge: +2

natural (NBO) atomic charge list, values in e, 2 entries: number 1, Ga, carries 1.8855; number 2, C, carries -0.6566



No. 2
Here is a molecular structure, C23H24ClCoFN7O3S2 from the OMol25 dataset. Energies are from ωB97M-V/def2-TZVPD.

Positions of all 62 atoms, in Å:
Co: -0.0881 0.0420 0.0087
F: -3.4596 -5.8287 0.4591
C: -2.2385 -5.6150 -0.0656
C: -1.7850 -4.3317 -0.1217
C: -0.5499 -4.0399 -0.7133
C: -0.0729 -2.6724 -0.7977
O: -0.7340 -1.7593 -0.2054
C: 1.0950 -2.4670 -1.5582
C: 1.7829 -3.5489 -2.0434
N: 1.4121 -4.8207 -1.8645
C: 2.2206 -5.8908 -2.4235
C: 2.9510 -6.8098 -1.4870
C: 3.7083 -5.8065 -2.3037
C: 0.2012 -5.0979 -1.2433
C: -0.2710 -6.4126 -1.1452
C: -1.4960 -6.7036 -0.5698
N: -1.9360 -8.0391 -0.5109
C: -3.0307 -8.4518 0.3670
C: -3.0900 -9.9843 0.3877
N: -1.7155 -10.5216 0.1142
C: -1.3023 -10.2377 -1.3121
C: -1.8639 -8.8689 -1.7056
C: 1.6038 -1.1156 -1.9562
O: 2.5435 -1.0162 -2.7115
O: 0.9406 -0.0867 -1.5076
H: -2.4175 -3.5355 0.2481
H: 2.6851 -3.3726 -2.6141
H: 1.8043 -6.2989 -3.3363
H: 3.0185 -7.8553 -1.7537
H: 2.8581 -6.6052 -0.4287
H: 4.2859 -6.1502 -3.1487
H: 4.1343 -4.9643 -1.7770
H: 0.3486 -7.2156 -1.5161
H: -4.0095 -8.0852 0.0493
H: -2.8413 -8.0736 1.3703
H: -3.7348 -10.3898 -0.3895
H: -3.4316 -10.3579 1.3497
H: -1.6709 -11.5233 0.3046
H: -1.0547 -10.0623 0.7433
H: -1.6924 -11.0398 -1.9356
H: -0.2149 -10.2610 -1.3358
H: -2.8540 -8.9750 -2.1629
H: -1.2207 -8.4187 -2.4556
N: 2.1011 2.3645 -1.3233
C: 1.1519 2.7332 -0.4747
N: 0.2579 1.9282 0.1005
C: -0.5483 2.6320 0.9960
C: -0.3177 3.9499 1.0699
S: 0.9774 4.3850 0.0134
C: -1.4448 1.7883 1.7550
C: -2.2866 2.0731 2.7616
S: -2.9391 0.6128 3.4157
C: -2.0486 -0.3058 2.2616
N: -1.3349 0.4374 1.4400
N: -2.0878 -1.6460 2.2208
H: 2.0994 1.4100 -1.6678
H: 2.7233 3.0476 -1.7182
H: -0.8015 4.6843 1.6902
H: -2.5339 3.0307 3.1856
H: -2.4965 -2.1567 2.9819
H: -1.4313 -2.0996 1.6043
Cl: 1.4215 -0.5769 1.3719

Output
LUMO (spin up / spin down): -5.76 / -5.76 eV
gap between HOMO and LUMO (spin up / spin down): 6.493 / 6.492 eV
total charge: +2

natural (NBO) atomic charge list, values in e, 2 entries: number 1, Co, carries 1.2259; number 2, F, carries -0.3143



No. 3
Here is C23H24F3NO3 in the gas phase from the OMol25 dataset. Energies are from ωB97M-V/def2-TZVPD.

Positions of all 54 atoms, in Å:
C: -6.8529 -2.7446 -1.0946
C: -5.5900 -2.7297 -0.2695
O: -5.1637 -3.7317 0.2585
C: -4.8881 -1.4252 -0.1278
C: -5.2872 -0.2621 -0.7839
C: -4.5886 0.9161 -0.6004
C: -3.4752 0.9544 0.2311
C: -2.7907 2.2631 0.4886
O: -3.3265 3.1271 1.1578
N: -1.5675 2.4249 -0.0640
C: -0.8704 1.4654 -0.8836
C: 0.4429 1.0453 -0.2168
C: 1.3388 2.2418 0.1384
C: 1.9281 2.8676 -1.1445
O: 2.8722 3.8806 -0.8991
C: 2.5040 1.7826 1.0510
C: 3.3915 0.7489 0.4231
C: 4.4896 1.1286 -0.3436
C: 5.3030 0.1814 -0.9390
C: 5.0396 -1.1686 -0.7808
C: 3.9528 -1.5517 -0.0099
C: 3.6134 -2.9999 0.1906
F: 3.5379 -3.3318 1.4932
F: 2.4096 -3.3094 -0.3357
F: 4.4941 -3.8413 -0.3650
C: 3.1345 -0.6044 0.5915
C: 0.4952 3.2620 0.9243
C: -0.8062 3.6235 0.2092
C: -3.0783 -0.2008 0.8979
C: -3.7771 -1.3761 0.7159
H: -7.2828 -3.7426 -1.0709
H: -7.5712 -2.0311 -0.6975
H: -6.6273 -2.4779 -2.1251
H: -6.1435 -0.2646 -1.4396
H: -4.9053 1.8194 -1.1002
H: -1.5014 0.5899 -1.0419
H: -0.6679 1.9178 -1.8620
H: 0.9743 0.3589 -0.8771
H: 0.1999 0.5097 0.7030
H: 2.4660 2.0977 -1.7031
H: 1.1252 3.2493 -1.7865
H: 2.4260 4.6352 -0.5000
H: 2.0836 1.3856 1.9766
H: 3.1039 2.6612 1.2940
H: 4.7001 2.1792 -0.4756
H: 6.1500 0.4937 -1.5301
H: 5.6684 -1.9140 -1.2420
H: 2.3030 -0.9345 1.1962
H: 1.0701 4.1702 1.1168
H: 0.2394 2.8290 1.8938
H: -1.4232 4.2648 0.8422
H: -0.6086 4.1472 -0.7330
H: -2.2290 -0.1722 1.5648
H: -3.4814 -2.2818 1.2240

Output
LUMO: 0.08 eV
gap between HOMO and LUMO: 9.527 eV
structure (SMILES): CC(=O)c1ccc(C(=O)N2CCC(CO)(Cc3cccc(C(F)(F)F)c3)CC2)cc1

natural (NBO) atomic charge list, values in e, 2 entries: number 1, C, carries -0.7182; number 2, C, carries 0.5755



No. 4
Here is C23H24N2O4 in the gas phase from the OMol25 dataset. Energies are from ωB97M-V/def2-TZVPD.

Positions of all 53 atoms, in Å:
C: 4.1195 2.7692 1.3638
C: 3.1871 1.7375 1.9129
C: 1.8110 1.9575 1.8782
C: 0.9156 1.0401 2.3966
O: -0.4348 1.2230 2.3582
C: -0.9521 2.4271 1.8375
C: -0.7156 2.6634 0.3403
O: -0.3264 3.7472 -0.0570
N: -0.9707 1.6410 -0.4940
C: -1.4749 0.3370 -0.1204
C: -2.2315 -0.2811 -1.2940
N: -1.3332 -0.4847 -2.4047
C: -1.6653 -1.3283 -3.4456
C: -2.9500 -1.8663 -3.5732
C: -3.2540 -2.7313 -4.6069
C: -2.2981 -3.0800 -5.5442
C: -1.0216 -2.5568 -5.4258
C: -0.7030 -1.6999 -4.3916
C: -0.2757 0.4951 -2.5332
C: -0.7026 1.8191 -1.9105
C: 1.3859 -0.1586 2.9920
C: 0.5663 -1.1825 3.5995
C: -0.9199 -1.0656 3.6803
C: 1.1768 -2.2732 4.1197
C: 2.6069 -2.4717 4.1019
O: 3.1918 -3.4301 4.5424
O: 3.3458 -1.4681 3.5324
C: 2.7790 -0.3625 3.0061
C: 3.6638 0.5708 2.4739
H: 3.6661 3.2947 0.5269
H: 5.0536 2.3167 1.0424
H: 4.3480 3.5042 2.1358
H: 1.4587 2.8704 1.4279
H: -0.5512 3.2972 2.3712
H: -2.0304 2.3761 2.0235
H: -0.6465 -0.3253 0.1619
H: -2.1491 0.4298 0.7327
H: -3.0814 0.3693 -1.5581
H: -2.6284 -1.2503 -0.9782
H: -3.7265 -1.6015 -2.8731
H: -4.2556 -3.1294 -4.6829
H: -2.5423 -3.7518 -6.3525
H: -0.2591 -2.8260 -6.1423
H: 0.3083 -1.3334 -4.3074
H: -0.0588 0.6647 -3.5903
H: 0.6448 0.1432 -2.0443
H: 0.0841 2.5703 -2.0105
H: -1.5983 2.1993 -2.4158
H: -1.2009 -0.1432 4.1828
H: -1.3540 -1.0440 2.6834
H: -1.3311 -1.9104 4.2272
H: 0.6107 -3.0633 4.5875
H: 4.7191 0.3554 2.5175

Output
LUMO: 0.19 eV
gap between HOMO and LUMO: 8.116 eV
structure (SMILES): Cc1cc(OCC(=O)N2CCN(c3ccccc3)CC2)c2c(C)cc(=O)oc2c1

natural (NBO) atomic charge list, values in e, 2 entries: number 1, C, carries -0.6351; number 2, C, carries 0.0643



No. 5
Here is C23H24N2O4S in the gas phase from the OMol25 dataset. Energies are from ωB97M-V/def2-TZVPD.

Positions of all 54 atoms, in Å:
C: -6.9657 0.6880 -0.5005
H: -7.3109 -0.0190 0.2224
H: -7.8846 0.5831 -1.2854
H: -6.7415 1.6415 -0.2160
O: -5.6884 0.1012 -1.3362
C: -4.9638 0.8974 -2.0015
C: -5.4329 2.0634 -2.6843
C: -4.6504 2.3904 -3.7437
C: -3.3193 1.9917 -3.8898
C: -2.9045 1.0674 -3.1317
C: -3.6829 0.2632 -2.0071
N: -3.0637 -0.7471 -1.2971
S: -3.3846 -0.2680 0.1310
O: -3.7310 1.0256 0.6080
O: -4.2555 -1.3773 0.8296
C: -1.7043 -0.5659 0.9732
C: -1.4634 -1.6785 1.4861
C: -0.1146 -1.9956 1.9646
C: 0.7504 -1.3027 1.5910
C: 0.5344 0.0380 1.0572
C: -0.7062 0.1923 0.5194
H: -0.9961 1.1865 0.2740
H: 1.2725 0.6837 0.8381
C: 2.2721 -1.4323 2.2093
O: 2.5098 -2.3995 2.9931
N: 3.1354 -1.1176 1.1568
H: 2.9892 -0.4983 0.1995
C: 4.5692 -1.4205 1.4953
C: 5.3927 0.1576 1.5939
C: 6.0030 0.4897 2.6682
C: 6.6596 1.5189 2.7604
C: 6.6834 2.4570 1.5742
C: 5.8701 2.1668 0.5626
C: 5.3281 1.0381 0.3645
H: 4.7746 0.7549 -0.4745
H: 5.7654 2.7459 -0.1575
H: 7.1300 3.3602 1.6044
H: 7.1769 2.0567 3.8278
H: 6.0909 -0.2992 3.5274
C: 5.3244 -2.2029 0.5345
H: 6.2242 -2.1539 0.6134
H: 4.8303 -3.0321 0.5840
H: 5.2767 -1.6517 -0.6040
H: 4.7681 -1.6645 2.3438
H: 0.2202 -3.0784 2.4924
H: -2.3884 -2.4710 1.7057
C: -3.4343 -1.8661 -1.7755
H: -2.8957 -2.4698 -1.1424
H: -4.4516 -2.3999 -1.6768
H: -2.9137 -2.1331 -2.6166
H: -1.8804 0.6500 -3.1982
H: -2.7737 2.5034 -4.5923
H: -5.2547 3.2039 -4.3475
H: -6.5950 2.3283 -2.6275

Output
LUMO: 0.35 eV
gap between HOMO and LUMO: 8.786 eV

natural (NBO) atomic charge list, values in e, 2 entries: number 1, C, carries -0.2446; number 2, H, carries 0.2229



No. 6
Here is C23H24N2O5 in the gas phase from the OMol25 dataset. Energies are from ωB97M-V/def2-TZVPD.

Positions of all 54 atoms, in Å:
C: -2.1605 -7.5069 2.9402
C: -1.9765 -6.2321 3.7604
O: -0.8166 -5.5152 3.4024
C: -0.7936 -4.8033 2.2398
C: -1.8754 -4.5681 1.4097
C: -1.7390 -3.7915 0.2668
C: -0.5099 -3.2692 -0.0814
C: -0.3414 -2.3948 -1.2912
C: 0.0154 -0.9621 -0.8862
O: 0.6276 -0.6897 0.1205
N: -0.4050 -0.0459 -1.8043
C: -0.2193 1.3416 -1.8130
C: 0.4111 2.0307 -0.7807
C: 0.5638 3.3994 -0.8613
C: 0.0955 4.1127 -1.9632
N: 0.2882 5.4947 -1.9819
C: -0.0649 6.3979 -2.9412
O: -0.6365 6.1392 -3.9821
C: 0.3253 7.7748 -2.5928
C: 0.1471 8.9342 -3.3031
C: 0.7058 9.9667 -2.5202
C: 1.1826 9.3667 -1.3939
O: 0.9609 8.0453 -1.4241
C: -0.5397 3.4244 -2.9937
C: -0.6917 2.0558 -2.9125
C: 0.5883 -3.5145 0.7373
C: 0.4631 -4.2493 1.9016
O: 1.4738 -4.5195 2.7723
C: 2.6832 -3.7958 2.6702
C: 2.5332 -2.3232 3.0422
H: -1.2816 -8.1379 3.0439
H: -3.0318 -8.0507 3.2953
H: -2.2927 -7.2741 1.8864
H: -2.8679 -5.5947 3.6943
H: -1.8187 -6.4901 4.8117
H: -2.8487 -4.9672 1.6475
H: -2.6067 -3.6059 -0.3495
H: 0.4879 -2.7607 -1.9051
H: -1.2497 -2.4041 -1.8955
H: -0.8936 -0.3984 -2.6160
H: 0.7781 1.4912 0.0755
H: 1.0557 3.9249 -0.0548
H: 0.7610 5.8701 -1.1700
H: -0.3249 9.0162 -4.2598
H: 0.7476 11.0090 -2.7603
H: 1.6819 9.7590 -0.5297
H: -0.9073 3.9654 -3.8489
H: -1.1856 1.5313 -3.7187
H: 1.5403 -3.1002 0.4510
H: 3.1170 -3.9005 1.6669
H: 3.3473 -4.2949 3.3821
H: 1.8923 -1.8014 2.3358
H: 2.0942 -2.2406 4.0334
H: 3.5109 -1.8485 3.0477

Output
LUMO: 0.58 eV
gap between HOMO and LUMO: 8.387 eV
structure (SMILES): CCOc1ccc(CC(=O)Nc2ccc(NC(=O)c3ccco3)cc2)cc1OCC

natural (NBO) atomic charge list, values in e, 2 entries: number 1, C, carries -0.6385; number 2, C, carries -0.0590



No. 7
Here is a molecular structure, C23H24N2Zr from the OMol25 dataset. Energies are from ωB97M-V/def2-TZVPD.

Positions of all 50 atoms, in Å:
C: 4.3387 2.2233 -2.9758
C: 5.0555 0.8909 -3.2147
H: 3.7970 2.5481 -3.8709
H: 5.0493 3.0141 -2.7120
H: 3.6132 2.1423 -2.1591
H: 4.3397 0.0673 -3.3120
H: 5.6539 0.9213 -4.1318
H: 5.7298 0.6492 -2.3859
C: -2.6875 1.1221 -1.0254
C: -4.0616 1.2538 -1.1895
C: -4.8426 0.1019 -1.2702
C: -4.2213 -1.1385 -1.1840
H: -2.0194 1.9773 -0.9550
H: -4.5034 2.2427 -1.2519
H: -5.9188 0.1664 -1.3982
H: -4.8112 -2.0459 -1.2446
N: -2.0835 -0.0744 -0.9418
C: -2.8338 -1.2038 -1.0191
C: -2.0877 -2.4679 -0.9179
N: -0.7354 -2.3558 -0.7603
C: -0.0004 -3.4802 -0.6620
C: -1.9348 -4.8775 -0.8742
C: -0.5555 -4.7507 -0.7137
H: 1.0660 -3.3313 -0.5383
H: 0.0885 -5.6194 -0.6286
C: -2.7003 -3.7230 -0.9765
H: -3.7745 -3.7942 -1.1016
H: -2.4050 -5.8547 -0.9188
Zr: 0.0122 -0.4297 -0.6910
C: 1.9478 -1.0295 -0.4577
H: 2.1854 -1.6465 -1.3342
H: 1.9749 -1.6279 0.4623
H: 2.6656 -0.2130 -0.3822
C: -0.7734 1.2058 4.8453
C: -1.1591 0.1613 3.9979
C: -0.7393 0.1414 2.6630
C: 0.0699 1.1715 2.1726
C: 0.5091 1.1707 0.8434
C: 1.3186 2.2111 0.3760
C: 1.7015 3.2542 1.2167
C: 1.2761 3.2682 2.5442
C: 0.4618 2.2337 3.0323
C: 0.0334 2.2397 4.3664
H: -1.0999 1.2152 5.8770
H: -1.7841 -0.6352 4.3785
H: -1.0435 -0.6739 2.0185
H: 1.6491 2.2023 -0.6536
H: 2.3292 4.0507 0.8368
H: 1.5843 4.0852 3.1866
H: 0.3253 3.0415 5.0352

Output
LUMO: -8.29 eV
gap between HOMO and LUMO: 5.120 eV
total charge: +2

natural (NBO) atomic charge list, values in e, 2 entries: number 1, C, carries -0.6026; number 2, C, carries -0.6066



No. 8
Here is a molecular structure, C23H24N4NiO2 from the OMol25 dataset. Energies are from ωB97M-V/def2-TZVPD.

Positions of all 54 atoms, in Å:
Ni: -0.8241 -0.8584 -0.9859
O: -4.7596 -1.2915 -0.7921
C: -3.7751 -1.7328 -0.2593
O: -2.9733 -2.6071 -0.8486
C: -2.1085 -1.1897 1.6979
C: -1.5427 -2.1924 2.6780
C: -0.1430 -1.8985 3.0543
C: 0.4809 -0.7346 2.6250
C: 1.7921 -0.3700 3.0316
C: 2.3473 0.8239 2.6413
C: 1.6234 1.7018 1.8256
C: 0.3567 1.3513 1.3835
C: -0.2170 0.1477 1.7594
N: -1.4980 -0.1583 1.2490
H: -2.1947 -2.2007 3.5609
H: 0.3797 -2.5802 3.7149
H: 2.3362 -1.0479 3.6786
H: 3.3403 1.0935 2.9781
H: 2.0480 2.6554 1.5395
H: -0.2098 2.0085 0.7369
C: -3.2521 -3.8027 2.0047
C: -4.0722 -2.7830 1.8015
C: -3.5236 -1.4867 1.2395
C: -1.5500 -2.6378 -0.5122
C: -1.1228 -3.2966 0.5685
C: -1.7659 -3.5784 1.9205
H: -3.6305 -4.7647 2.3281
H: -5.1481 -2.8802 1.8609
H: -4.1281 -0.6272 1.5276
H: -0.0391 -3.2484 0.6669
H: -1.2154 -4.3791 2.4153
C: 3.8232 1.7464 -1.4044
C: 3.4408 0.2866 -1.5551
N: 2.0072 0.1776 -1.4145
C: 1.1173 1.0985 -1.8654
N: -0.1544 0.8168 -1.7804
C: -1.1094 1.8416 -2.1805
C: -0.5883 2.6369 -3.3636
C: 0.7429 3.2530 -2.9854
N: 1.6135 2.2665 -2.3564
C: 3.0381 2.5633 -2.4110
H: 4.8911 1.8882 -1.5706
H: 3.5853 2.0744 -0.3907
H: 3.9062 -0.3206 -0.7795
H: 3.7819 -0.0930 -2.5260
H: 1.5816 -0.6679 -1.0597
H: -1.3191 2.5163 -1.3394
H: -2.0494 1.3505 -2.4282
H: -1.2887 3.4202 -3.6539
H: -0.4591 1.9659 -4.2159
H: 0.5950 4.0973 -2.3025
H: 1.2567 3.6370 -3.8705
H: 3.1606 3.6307 -2.2119
H: 3.4164 2.3785 -3.4244

Output
LUMO (spin up / spin down): 0.49 / -0.67 eV
gap between HOMO and LUMO (spin up / spin down): 7.469 / 6.470 eV
spin multiplicity: 3
<S²>: 2.05

natural (NBO) atomic charge list, values in e, 2 entries: number 1, Ni, carries 0.6704; number 2, O, carries -0.5809